1.
7
Properties=species:S:1:pos:R:3:forces:R:3 method="wB97M-V/def2-TZVPD" e_above_lowest_ev=0.663 multiplicity=3 gap_ha="0.24043 / 0.21277"
C 1.074289 0.249478 0.390261 -1.14 0.10 0.38
N -0.284461 -0.145236 0.122003 4.93 2.37 -1.41
O -0.437221 -1.369585 -0.002367 -1.68 -4.41 -0.75
O -1.128830 0.715293 0.009035 -3.82 1.90 -0.62
I 2.329460 -1.159076 -0.461565 0.41 -1.01 -0.14
I 1.520765 2.105356 -0.454643 -0.08 0.68 -0.01
I 0.725214 0.167334 2.447260 1.38 0.38 2.54

=====

2.
12
Properties=species:S:1:pos:R:3:forces:R:3 method="wB97M-V/def2-TZVPD" smiles="COC(=S)OC" e_above_lowest_ev=1.061 gap_ha=0.36117
C -2.258449 0.163982 -0.772457 -0.08 -0.19 0.12
O -1.365835 0.322862 0.330171 -0.02 0.03 0.17
C -0.084749 0.054295 0.164886 0.24 0.16 -0.14
S 0.654013 -0.424543 -1.241499 -0.29 0.12 0.64
O 0.496794 0.285182 1.340804 -0.54 -0.14 -0.54
C 1.887543 0.046853 1.452454 0.67 0.14 0.22
H -1.953296 0.809753 -1.589047 -0.01 0.02 -0.14
H -3.243219 0.448922 -0.390820 0.27 -0.09 -0.09
H -2.243994 -0.880376 -1.089952 -0.09 0.14 -0.10
H 2.100431 -1.016765 1.300152 0.02 0.21 -0.05
H 2.122779 0.327360 2.495925 0.06 -0.05 -0.69
H 2.439343 0.648670 0.700615 -0.22 -0.35 0.59

=====

3.
16
Properties=species:S:1:pos:R:3:forces:R:3 method="wB97M-V/def2-TZVPD" e_above_lowest_ev=4.693 gap_ha=0.36410
C -0.769162 -0.576031 0.134193 -1.47 0.32 -0.18
C 2.563558 0.725051 -0.129262 -1.96 -1.11 1.63
N -1.805552 0.667805 -0.736806 1.37 -0.54 0.26
C -0.625001 1.179089 -0.679569 -2.52 -0.09 -0.14
N -1.252411 -0.638371 1.435648 0.54 0.70 0.09
N -0.970623 -1.742416 -0.584711 0.82 0.42 -0.41
O 0.007953 2.157822 -0.893995 0.69 -1.22 0.54
H -2.667890 1.189935 -0.725625 -0.07 0.37 -0.05
H 1.672114 -0.189253 0.000192 3.25 2.49 -1.02
H -1.759934 -2.342779 -0.378190 0.41 0.06 0.07
H -2.027635 -1.247196 1.670416 0.44 0.00 -0.05
H -0.640491 -0.347488 2.182133 -0.31 0.04 -0.11
H -0.169435 -2.136370 -1.052031 -0.37 0.00 -0.11
H 2.004438 1.612186 0.154439 -0.11 0.10 -0.07
H 3.098444 1.011074 -1.032552 -0.58 -0.88 -0.56
H 3.341628 0.676941 0.635721 -0.13 -0.67 0.12